A molecular structure, C5H6KMgO4 at a distorted geometry. Source: the Open Molecules 2025 dataset; level of theory: ωB97M-V/def2-TZVPD.

XYZ file:
```
17
Properties=species:S:1:pos:R:3:mulliken_charge:R:1
O 2.42729 1.56021 1.41140 -0.81
C 2.01684 0.83303 0.47500 0.81
O 2.35249 0.99120 -0.72264 -0.74
O 1.19479 -0.17567 0.83346 -0.32
C 0.50351 -0.89612 -0.18470 -0.50
K 4.44444 3.26023 -0.01572 0.93
H 0.28746 -1.87914 0.25483 0.25
H 1.20537 -1.09910 -1.00099 0.45
C -0.87671 -0.17219 -1.68669 -0.68
C -0.95086 -0.09711 -0.31519 0.50
H -0.15672 0.41096 -2.26469 0.31
H -1.69170 -0.68189 -2.21653 0.25
Mg -1.61749 -0.20604 2.97629 1.26
O -1.94465 -1.31985 1.50967 -0.67
C -2.15715 -0.46427 0.45012 -0.56
H -2.98352 -0.80743 -0.19556 0.38
H -2.05340 0.74319 0.69195 0.15
```

Results
Lowest unoccupied orbital energy (spin up / spin down) = -6.890 / -6.892 eV
DFT total energy = -1294.72909 a.u.
Molar mass = 193.50 g/mol
Gap between HOMO and LUMO (spin up / spin down) = 3.6 / 3.6 eV
HOMO energy (spin up / spin down) = -10.497 / -10.498 eV
Charge = +1